[1]
73
Properties=species:S:1:pos:R:3:forces:R:3 method="wB97M-V/def2-TZVPD" total_charge=-1 gap_ev=7.019 spin_multiplicity=1
C -2.522 -0.492 0.204 0.00 0.01 -0.02
H 4.564 -1.199 2.966 0.00 0.00 0.00
N -0.985 1.638 -2.496 0.06 0.04 0.08
C 0.784 -1.167 2.570 0.00 0.01 0.00
C 3.647 0.161 0.736 -0.02 0.03 0.00
S 0.704 -0.259 -3.271 0.00 0.02 0.02
Si 1.404 3.194 0.011 -0.03 -0.04 0.04
N -1.895 -0.111 -3.701 0.01 0.01 0.01
H -6.523 -2.753 0.010 0.00 0.00 0.00
C 2.126 -2.921 -0.122 0.00 -0.03 -0.04
H -0.198 1.878 -1.870 -0.01 -0.02 -0.02
N 3.126 -0.152 -0.590 0.03 -0.01 0.03
C 2.692 -1.816 3.835 0.00 0.00 0.00
O 1.158 -2.271 -0.642 0.04 0.05 0.12
I 5.881 -5.281 2.033 0.00 0.00 0.00
C -4.673 0.534 0.823 0.00 0.00 0.00
H 3.148 -2.332 4.671 0.00 0.00 0.00
H -4.062 -2.620 -0.238 0.00 0.00 0.00
H 3.906 3.054 -0.279 -0.01 0.01 -0.02
H -2.213 3.257 -2.093 0.01 0.01 0.00
H 3.251 -1.471 -2.178 0.00 0.00 0.00
C 1.316 -1.808 3.676 0.00 0.00 0.01
H 3.361 4.729 -0.328 -0.01 0.00 0.01
C 2.871 -0.561 1.816 -0.02 0.00 0.00
C -5.999 -1.834 0.235 0.00 0.00 0.00
H 3.116 3.681 -1.730 0.00 -0.01 0.00
C 4.287 -4.302 1.095 0.01 0.01 -0.01
H 2.782 -5.543 2.001 0.00 0.00 0.00
C -8.145 -0.790 0.808 0.00 0.00 0.00
C 3.488 -2.553 -0.349 -0.02 0.02 0.01
C -2.290 2.169 -2.130 0.00 0.01 0.00
Mg 0.841 -0.235 -0.434 -0.14 -0.10 -0.14
C 3.728 -1.343 -1.204 0.00 0.00 0.00
H -4.146 1.450 1.055 0.00 0.00 0.00
N -9.289 -0.845 0.920 0.00 0.00 0.00
C 3.484 -1.180 2.894 0.00 0.00 0.00
H -1.703 -1.045 -4.021 0.00 0.00 0.00
H -3.548 -0.278 -2.411 0.00 0.00 0.00
C -6.719 -0.719 0.668 0.00 0.00 0.00
C -3.259 0.236 -3.333 0.00 0.00 0.00
H -2.550 1.807 -1.131 0.00 0.00 0.00
C -3.341 1.740 -3.138 0.00 -0.01 0.00
C -6.045 0.466 0.962 0.00 0.00 0.00
C -0.820 0.482 -3.134 -0.01 -0.04 -0.02
H 0.663 -2.314 4.374 0.00 0.00 0.00
C 4.533 -3.231 0.247 0.01 0.00 0.01
C -1.320 -0.409 -0.022 0.01 -0.01 0.01
H 0.528 5.530 -0.230 0.00 0.00 -0.01
N 1.544 -0.555 1.665 0.06 0.00 0.01
H -0.792 4.357 -0.154 0.00 0.00 -0.01
H 3.521 1.233 0.900 0.02 -0.04 0.00
C 1.939 -4.037 0.738 0.00 -0.01 0.00
H -3.924 -0.092 -4.133 0.00 0.00 0.00
H 5.551 -2.906 0.061 0.00 0.00 0.00
H 2.195 2.571 2.305 -0.01 0.01 0.00
H 4.716 -0.071 0.833 0.00 -0.01 0.00
H -3.172 2.241 -4.094 0.00 0.00 0.00
H -0.282 -1.155 2.368 0.00 -0.01 0.00
O 0.961 1.756 -0.519 0.07 0.05 -0.08
C 1.469 3.278 1.894 0.02 0.01 0.01
C 2.984 -4.710 1.341 -0.01 0.00 0.00
H 0.131 4.554 -1.651 0.00 0.00 0.00
C 0.208 4.537 -0.560 -0.02 0.00 0.02
H 0.493 3.015 2.312 -0.01 0.00 0.00
H -6.605 1.328 1.301 0.00 0.00 0.00
H -4.334 2.016 -2.779 0.00 0.00 0.00
C -3.932 -0.575 0.384 0.00 -0.01 0.00
H 1.736 4.278 2.249 0.00 0.00 0.01
I -0.029 -4.625 1.108 0.00 0.01 0.01
H 3.192 0.652 -1.204 -0.02 0.01 0.00
H 4.808 -1.212 -1.355 0.00 0.00 -0.01
C 3.106 3.711 -0.637 0.00 -0.01 0.00
C -4.627 -1.761 0.097 0.00 0.00 0.00

***

[2]
46
Properties=species:S:1:pos:R:3:forces:R:3 method="wB97M-V/def2-TZVPD" total_charge=0 gap_ev=7.662 spin_multiplicity=1
H -3.003 4.504 0.885 0.13 -0.33 -0.25
C -1.810 2.812 0.921 -0.27 2.37 -0.39
O 0.211 -3.983 0.843 0.03 0.72 0.50
H -0.615 2.108 -0.533 0.58 0.25 -1.62
C -0.804 -3.848 -0.133 -1.04 -0.41 -0.48
C -1.980 -2.982 0.296 -0.44 0.08 2.40
C 2.374 -0.392 2.937 0.01 -0.83 -1.98
O -0.382 1.354 -1.079 2.10 -5.29 -1.20
C 2.557 -1.509 1.799 0.07 0.00 1.23
H -2.353 -3.333 1.259 -0.32 -0.63 0.00
H 1.610 -1.999 1.569 -0.14 0.22 -0.05
H 3.140 -2.362 2.146 0.59 0.19 0.11
H -1.277 0.259 0.191 0.17 -1.08 1.08
N 1.416 1.543 -2.802 5.56 -2.60 2.54
O 3.058 -0.990 0.554 0.88 -0.97 1.10
H 1.907 0.481 0.002 -0.89 0.27 -0.98
H 1.945 -0.769 3.866 0.46 -0.17 0.01
N -0.709 1.917 -3.074 -3.92 1.63 -5.22
H -2.842 -2.891 -0.364 0.40 -0.34 -0.42
H -3.505 2.778 2.047 0.35 0.00 -0.41
C -0.167 -1.028 -1.233 1.23 0.99 1.01
H 0.549 -4.882 0.848 -0.09 0.09 -0.15
C 0.498 1.932 -3.593 -2.36 2.70 -0.75
H 1.276 1.036 -1.939 0.14 0.28 -0.61
H -0.448 -3.323 -1.020 0.48 -1.38 -0.29
H -2.450 1.487 2.315 0.23 0.11 -0.20
C -0.303 0.210 -0.296 0.53 -0.04 -1.86
H -1.726 -1.973 0.619 0.39 0.12 -0.49
H 3.305 0.165 3.036 0.09 -0.19 0.48
H -1.185 -4.852 -0.324 -0.09 0.07 -0.58
H -0.821 1.728 -2.088 -1.13 -0.55 -1.27
O 0.811 2.508 -4.610 0.25 0.55 -3.17
C 0.942 0.466 0.509 -0.46 -0.95 0.80
H 0.899 -1.117 -1.442 0.27 -0.19 0.14
H 1.128 -0.410 1.130 -1.10 1.09 -0.14
H -0.437 -1.910 -0.653 0.10 1.20 -1.02
N -2.650 2.316 1.774 -1.34 -3.40 3.43
H 3.829 -0.462 0.775 0.29 0.01 -0.09
H -1.772 4.320 -0.325 -0.16 0.34 0.25
H 0.833 1.441 0.985 0.28 -0.77 0.62
H 1.651 0.285 2.482 0.35 0.16 0.87
H -1.402 2.357 -3.662 0.20 -0.02 -0.13
H 2.282 1.506 -3.321 0.26 -0.17 0.64
N -2.293 3.933 0.449 -0.68 3.50 -2.23
O -0.729 2.450 0.496 -1.07 3.54 8.43
H -0.554 -0.882 -2.242 -0.92 -0.19 0.36

***

[3]
19
Properties=species:S:1:pos:R:3:forces:R:3 method="wB97M-V/def2-TZVPD" total_charge=0 gap_ev=9.272 spin_multiplicity=1 smiles="C=CC=C(C)C.O"
O 1.350 -1.579 -5.384 1.22 -1.46 -1.08
H -1.328 1.943 2.315 -0.02 -0.23 -0.35
H 0.431 -1.354 -5.336 -0.77 -0.02 -0.15
C 0.296 0.578 1.149 -0.23 3.30 1.81
H -0.363 -1.761 -0.917 1.50 -0.57 1.20
H 0.180 -2.449 0.776 0.41 0.40 -1.28
H 1.333 -1.345 -0.212 -0.33 -0.47 0.06
C -0.418 -0.464 0.698 0.69 0.53 -0.97
H 0.210 3.481 3.123 -1.26 1.54 1.14
H -2.231 0.059 1.553 -0.60 -0.67 -0.37
H 1.655 2.688 2.800 0.20 -0.83 -1.10
H 1.375 0.925 0.827 -2.00 -1.65 0.86
C 0.295 -1.614 0.023 -1.92 0.35 -0.53
C -1.949 -0.527 0.657 0.69 0.33 1.59
C -0.275 1.762 2.129 2.13 -1.60 -2.40
H -2.398 0.005 -0.192 0.47 -0.24 -0.06
H 1.451 -2.333 -6.037 -0.45 1.48 1.24
C 0.584 2.655 2.626 0.13 -0.89 0.21
H -2.321 -1.572 0.680 0.13 0.71 0.17

***

[4]
10
Properties=species:S:1:pos:R:3:forces:R:3 method="wB97M-V/def2-TZVPD" total_charge=0 gap_ev="7.202 / 7.198" spin_multiplicity=1
O 1.527 -0.494 2.671 -0.87 0.10 0.16
C -1.504 0.159 -1.221 -1.26 -2.09 -0.28
N -0.227 0.294 -1.315 1.20 -0.63 1.71
S 0.021 -0.485 2.572 0.98 -0.15 -0.60
C -0.467 -0.196 1.081 -0.41 1.25 -2.62
O -2.529 -0.126 -1.700 1.23 1.07 0.90
H 0.407 0.112 -2.076 -0.82 0.10 -1.24
C 0.522 0.185 -0.048 0.90 -0.94 2.06
H 0.892 1.225 0.060 0.59 -0.90 0.61
H 1.359 -0.675 -0.024 -1.54 2.19 -0.70